(1)
Molecular formula: C32H31GeN2O5OsS2
Method: DFT, ωB97M-V/def2-TZVPD

Last column: Löwdin spin population.
Atoms and positions in Å:
Os: 0.11 -0.20 -0.17  2.94
O: -1.80 -0.28 0.63  0.20
N: -2.86 -0.29 -0.20  0.02
C: -4.08 -0.44 0.36  0.00
C: -5.19 -0.46 -0.43  0.01
C: -5.05 -0.33 -1.81  0.00
C: -3.79 -0.17 -2.36  0.01
C: -2.67 -0.16 -1.53  0.01
S: -1.05 0.05 -2.13  0.14
H: -4.07 -0.53 1.43  0.00
H: -6.16 -0.58 0.03  0.00
H: -5.92 -0.34 -2.46  0.00
H: -3.64 -0.07 -3.42  0.00
C: 2.51 -0.33 -3.00  0.02
Ge: 2.02 0.81 -1.49  0.12
C: 1.67 2.63 -2.07  0.01
C: 0.47 3.31 -1.86  0.01
C: 0.33 4.63 -2.27  0.00
C: 1.38 5.27 -2.91  0.00
C: 2.57 4.61 -3.13  0.00
C: 2.72 3.29 -2.71  0.00
C: 3.30 0.68 -0.03  0.07
C: 4.38 -0.15 -0.21  0.03
C: 5.42 -0.20 0.75  0.00
C: 5.34 0.57 1.87  0.02
C: 4.23 1.41 2.11  0.00
C: 4.12 2.16 3.30  0.01
C: 3.02 2.93 3.54  0.00
C: 1.97 2.98 2.60  0.01
C: 2.05 2.27 1.44  0.02
C: 3.18 1.46 1.15  0.01
H: 3.46 0.02 -3.41  0.00
H: 1.75 -0.25 -3.77  0.00
H: 2.61 -1.37 -2.70  0.00
H: -0.36 2.82 -1.36  0.01
H: -0.61 5.15 -2.10  0.00
H: 1.26 6.30 -3.24  0.00
H: 3.39 5.11 -3.62  0.00
H: 3.66 2.79 -2.88  0.00
H: 4.46 -0.77 -1.09  0.00
H: 6.26 -0.85 0.58  0.00
H: 6.13 0.53 2.62  0.00
H: 4.92 2.10 4.03  0.00
H: 2.94 3.51 4.46  0.00
H: 1.10 3.59 2.80  0.00
H: 1.24 2.33 0.71  0.02
C: -1.07 1.13 7.91  0.00
C: 0.12 0.64 7.12  0.00
C: 0.82 -0.50 7.50  0.00
C: 1.93 -0.93 6.79  0.00
C: 2.34 -0.21 5.68  0.00
C: 1.66 0.94 5.28  0.00
C: 0.55 1.35 6.00  0.00
S: 3.73 -0.75 4.74  0.00
O: 4.49 0.40 4.37  0.00
O: 4.31 -1.87 5.41  0.00
N: 3.10 -1.32 3.33  0.00
C: 2.20 -2.47 3.36  0.00
C: 2.07 -3.01 1.95  0.01
C: 1.29 -2.07 1.09  0.03
O: 0.78 -2.38 -0.02  0.18
O: 1.14 -0.86 1.50  0.06
H: -1.38 0.39 8.65  0.00
H: -1.92 1.33 7.26  0.00
H: -0.83 2.05 8.43  0.00
H: 0.50 -1.05 8.38  0.00
H: 2.48 -1.81 7.09  0.00
H: 2.01 1.51 4.43  0.00
H: 0.02 2.25 5.70  0.00
H: 2.77 -0.55 2.75  0.00
H: 1.21 -2.23 3.78  0.00
H: 2.64 -3.23 4.00  0.00
H: 1.58 -3.98 1.92  0.00
H: 3.05 -3.13 1.50  0.00

Calculated values
- Multiplicity: 5
- Kohn-Sham gap (spin up / spin down): 7.26 / 5.32 eV
- Relative energy (zero: lowest compared OMol25 entry of this formula, charge and spin): 32.0 kcal per mole
- Net charge: +1
- HOMO level (spin up / spin down): -10.43 / -10.43 eV
- <S²>: 6.019

(2)
Molecular formula: C3H8N2O
Method: DFT, ωB97M-V/def2-TZVPD

Last column: natural (NBO) charge in e.
Atoms and positions in Å:
C: 1.93 -0.26 -0.72  -0.38
C: 1.39 0.62 0.11  -0.19
C: -0.07 0.87 0.28  -0.29
N: -0.89 -0.11 -0.41  0.00
N: -0.80 -1.35 0.21  -0.66
O: -2.23 0.36 -0.49  -0.59
H: 3.00 -0.38 -0.79  0.20
H: 1.32 -0.88 -1.34  0.21
H: 2.01 1.24 0.74  0.20
H: -0.32 1.84 -0.15  0.23
H: -0.32 0.89 1.36  0.16
H: -1.24 -2.05 -0.37  0.37
H: -1.21 -1.37 1.15  0.32
H: -2.57 0.58 0.40  0.43

Calculated values
- Multiplicity: 1
- SMILES: C=CCN(N)O
- Kohn-Sham gap: 10.53 eV
- Relative energy (zero: lowest compared OMol25 entry of this formula, charge and spin): 92.4 kcal per mole
- HOMO level: -9.56 eV

(3)
Molecular formula: C23H45N7OOsP
Method: DFT, ωB97M-V/def2-TZVPD

Last column: Löwdin spin population.
Atoms and positions in Å:
Os: 1.32 -0.38 -2.72  2.47
C: 2.90 1.52 -1.40  0.03
C: 3.89 2.69 -1.34  0.01
N: 4.48 3.04 -2.69  0.00
C: 4.96 1.78 -3.32  0.00
C: 3.89 0.68 -3.46  0.02
N: 2.52 1.12 -2.86  0.10
C: 2.19 2.39 -3.64  0.04
C: 3.31 3.43 -3.59  0.01
H: 1.91 1.77 -0.94  0.00
H: 3.28 0.63 -0.92  0.00
H: 4.74 2.53 -0.69  0.00
H: 3.39 3.58 -1.02  0.00
H: 5.80 1.39 -2.71  0.00
H: 5.46 2.07 -4.27  0.00
H: 4.10 -0.21 -2.88  0.00
H: 3.65 0.34 -4.51  0.00
H: 1.23 2.79 -3.19  0.00
H: 2.00 2.01 -4.66  0.00
H: 2.95 4.40 -3.26  0.00
H: 3.78 3.64 -4.60  0.00
C: -0.62 -0.10 -3.18  0.04
H: -0.83 0.22 -4.23  0.02
H: -0.92 0.79 -2.61  0.02
H: -1.25 -0.94 -2.90  0.01
C: -0.09 -3.32 -3.89  0.01
C: 0.76 -3.30 -2.71  0.05
N: 1.34 -2.19 -2.15  0.09
C: 2.07 -2.67 -1.00  0.01
C: 1.81 -3.99 -0.85  0.01
N: 1.00 -4.36 -1.96  0.02
H: 0.26 -2.55 -4.64  0.00
H: -1.14 -3.07 -3.65  0.00
H: -0.02 -4.33 -4.32  0.00
H: 2.82 -2.05 -0.42  0.00
H: 2.13 -4.71 -0.14  0.00
H: 0.61 -5.28 -2.12  0.00
O: -0.71 0.32 0.58  0.03
P: -1.47 0.05 1.84  0.02
N: -2.63 -1.07 1.64  0.08
C: -3.43 -1.88 2.59  0.01
C: -4.71 -2.33 1.83  0.00
C: -4.45 -2.06 0.34  0.00
C: -3.30 -1.06 0.31  0.01
N: -2.14 1.50 2.37  0.54
C: -3.32 1.69 3.20  0.06
C: -3.46 3.24 3.33  0.00
C: -2.79 3.80 2.06  0.00
C: -1.70 2.74 1.73  0.07
N: -0.52 -0.53 3.05  0.04
C: -0.01 -1.92 3.00  0.01
C: 1.48 -1.88 3.37  0.00
C: 1.54 -0.66 4.34  0.00
C: 0.42 0.29 3.80  0.00
H: -3.65 -1.31 3.49  0.00
H: -2.78 -2.72 2.87  0.00
H: -5.56 -1.72 2.17  0.00
H: -5.00 -3.36 2.05  0.00
H: -5.38 -1.69 -0.15  0.00
H: -4.19 -2.98 -0.18  0.00
H: -3.67 -0.01 0.11  0.00
H: -2.56 -1.24 -0.51  0.00
H: -3.17 1.26 4.18  0.02
H: -4.17 1.26 2.70  0.03
H: -2.91 3.56 4.23  0.00
H: -4.54 3.48 3.46  0.00
H: -2.39 4.79 2.12  0.00
H: -3.58 3.84 1.26  0.00
H: -0.75 3.02 2.23  0.04
H: -1.53 2.55 0.66  0.02
H: -0.18 -2.28 2.00  0.00
H: -0.64 -2.45 3.70  0.00
H: 2.05 -1.69 2.43  0.00
H: 1.78 -2.84 3.76  0.00
H: 2.50 -0.12 4.33  0.00
H: 1.28 -0.94 5.35  0.00
H: 0.71 1.17 3.19  0.00
H: -0.09 0.80 4.62  0.00

Calculated values
- Multiplicity: 5
- Kohn-Sham gap (spin up / spin down): 7.20 / 5.33 eV
- Net charge: +3
- HOMO level (spin up / spin down): -16.58 / -16.44 eV
- <S²>: 6.024

(4)
Molecular formula: C3H2F2NO4
Method: DFT, ωB97M-V/def2-TZVPD

Last column: natural (NBO) charge in e.
Atoms and positions in Å:
C: -0.07 2.24 -0.83  1.05
C: -1.07 -0.54 0.47  -0.08
C: 0.38 -0.52 0.66  0.18
N: 1.21 -1.28 -0.14  0.43
O: -0.65 2.99 -0.15  -0.55
O: 0.48 1.54 -1.57  -0.50
O: 0.67 -2.25 -0.73  -0.58
O: 2.43 -1.18 -0.11  -0.51
F: -1.63 0.14 -0.67  -0.41
F: 0.91 0.70 1.23  -0.40
H: -1.21 -1.60 0.36  0.21
H: -1.47 -0.25 1.48  0.17

Calculated values
- Multiplicity: 1
- Kohn-Sham gap: 7.16 eV
- Relative energy (zero: lowest compared OMol25 entry of this formula, charge and spin): 14.9 kcal per mole
- Net charge: -1
- HOMO level: -3.62 eV

(5)
Molecular formula: C7H9NO
Method: DFT, ωB97M-V/def2-TZVPD

Last column: natural (NBO) charge in e.
Atoms and positions in Å:
C: 2.43 -1.45 0.54  -0.20
C: 1.78 -0.94 -0.30  -0.04
C: 0.78 -0.18 -0.94  -0.13
N: -0.61 -0.63 -0.83  -0.44
C: -1.03 -1.82 -0.34  0.55
O: -0.64 -2.93 -0.49  -0.55
C: -0.20 0.54 -0.09  0.15
C: -0.68 1.89 -0.83  -0.61
C: -0.33 0.58 1.36  -0.65
H: 3.02 -2.10 1.22  0.25
H: 0.99 0.28 -1.98  0.23
H: -1.90 -1.64 0.35  0.09
H: 0.06 2.39 -1.46  0.22
H: -0.99 2.54 -0.03  0.21
H: -1.48 1.57 -1.47  0.23
H: 0.21 1.44 1.66  0.23
H: -0.04 -0.35 1.95  0.24
H: -1.39 0.79 1.68  0.23

Calculated values
- Multiplicity: 1
- SMILES: C#C[C@H]1N(C=O)C1(C)C
- Kohn-Sham gap: 10.35 eV
- Relative energy (zero: lowest compared OMol25 entry of this formula, charge and spin): 95.6 kcal per mole
- HOMO level: -9.55 eV

(6)
Molecular formula: C4H7NO
Method: DFT, ωB97M-V/def2-TZVPD

Last column: natural (NBO) charge in e.
Atoms and positions in Å:
O: 1.49 0.80 0.42  -0.49
C: 2.44 0.96 -0.47  0.10
C: 0.91 -0.50 0.20  -0.08
C: -0.52 -0.37 0.58  -0.12
C: -1.44 0.32 -0.35  -0.25
N: -1.43 -1.14 -0.26  -0.58
H: 2.38 2.04 -0.68  0.07
H: 1.49 -1.27 0.72  0.20
H: 0.97 -0.67 -0.87  0.21
H: -0.72 -0.27 1.64  0.20
H: -1.07 0.73 -1.29  0.20
H: -2.28 0.87 0.08  0.20
H: -2.21 -1.48 0.28  0.36

Calculated values
- Multiplicity: 1
- Kohn-Sham gap: 9.12 eV
- Relative energy (zero: lowest compared OMol25 entry of this formula, charge and spin): 124.4 kcal per mole
- HOMO level: -8.52 eV

Energy values, unit hartree, following the record order: -4687.35693, -303.74484, -1792.86608, -670.92617, -401.98868, -286.43344.